{
  "formula": "C24H71N13O9",
  "method": "the ωB97M-V functional and the def2-TZVPD basis",
  "e_above_lowest_kcal_mol": 0.0,
  "lumo_ev": 0.4,
  "smiles": "COC[C@H](C)N.COC[C@H](C)N.COC[C@H](C)N.COC[C@H](C)N.COC[C@H](C)N.NC(N)=O.NC(N)=O.NC(N)=O.NC(N)=O",
  "max_force_ha_per_bohr": 0.0498,
  "energy_ev": -63840.70523,
  "homo_lumo_gap_ev": 9.5,
  "elements": ["C", "O", "N", "N", "H", "H", "H", "H", "C", "O", "N", "N", "H", "H", "H", "H", "C", "O", "N", "N", "H", "H", "H", "H", "C", "O", "N", "N", "H", "H", "H", "H", "C", "C", "C", "O", "C", "N", "H", "H", "H", "H", "H", "H", "H", "H", "H", "H", "H", "C", "C", "C", "O", "C", "N", "H", "H", "H", "H", "H", "H", "H", "H", "H", "H", "H", "C", "C", "C", "O", "C", "N", "H", "H", "H", "H", "H", "H", "H", "H", "H", "H", "H", "C", "C", "C", "O", "C", "N", "H", "H", "H", "H", "H", "H", "H", "H", "H", "H", "H", "C", "C", "C", "O", "C", "N", "H", "H", "H", "H", "H", "H", "H", "H", "H", "H", "H"],
  "xyz": [[-0.04790, 1.56262, 0.36805], [-0.20976, 1.52434, -0.89501], [0.57164, 0.54641, 1.10409], [-0.28190, 2.72185, 1.09504], [0.66574, 0.62409, 2.11624], [0.89187, -0.27005, 0.58828], [-0.14921, 2.68438, 2.08031], [-0.48048, 3.60391, 0.60926], [-4.37687, 1.59123, -2.31659], [-4.38770, 2.78224, -2.60735], [-5.41095, 0.88888, -1.72912], [-3.25891, 0.78768, -2.40103], [-5.03924, 0.03831, -1.31379], [-6.33454, 1.22189, -1.55842], [-3.30910, -0.14914, -2.01508], [-2.39849, 1.25033, -2.63686], [-1.91350, 5.32287, -0.64563], [-1.06345, 5.44140, 0.26791], [-2.34326, 6.39650, -1.42255], [-2.37441, 4.09614, -1.06989], [-2.09461, 7.31145, -1.10794], [-2.99842, 6.17791, -2.14279], [-3.01746, 3.99552, -1.84470], [-1.99413, 3.21094, -0.79301], [1.23474, -1.51238, -2.18705], [1.50545, -1.53632, -0.97445], [0.48241, -0.52815, -2.76579], [1.91232, -2.36180, -3.06783], [0.18188, 0.26325, -2.19978], [0.38129, -0.51037, -3.76231], [1.48780, -2.59993, -3.95129], [2.38931, -3.16433, -2.69217], [3.93855, 1.01086, -3.07308], [4.69174, 0.95715, -1.74936], [3.83258, 1.30930, -0.56053], [4.67700, 1.34559, 0.58599], [4.05227, 1.62159, 1.79144], [5.27744, -0.41659, -1.62444], [3.49773, 0.06521, -3.37401], [4.69570, 1.25507, -3.82521], [3.24796, 1.84615, -3.12408], [5.55237, 1.63186, -1.77349], [3.07642, 0.52498, -0.35924], [3.20914, 2.21695, -0.64345], [4.82068, 1.66569, 2.56886], [3.33589, 0.87570, 2.14961], [3.62539, 2.63291, 1.77903], [5.64814, -0.41498, -0.66647], [4.48116, -1.05861, -1.56262], [-1.98102, -1.62438, 0.36178], [-2.76009, -2.34074, -0.74066], [-2.78865, -3.83176, -0.64517], [-3.21166, -4.38163, -1.86241], [-3.22110, -5.78605, -1.84981], [-4.11397, -1.71504, -0.90482], [-2.34440, -1.96669, 1.33803], [-2.11399, -0.54835, 0.25678], [-0.91524, -1.82004, 0.26107], [-2.26432, -1.98416, -1.65657], [-3.46563, -4.15146, 0.17793], [-1.85680, -4.26987, -0.24909], [-3.48638, -6.09891, -2.85938], [-4.04637, -6.14419, -1.22032], [-2.27490, -6.24567, -1.56032], [-4.61142, -1.93154, -0.02337], [-4.65465, -2.37465, -1.48568], [-1.71282, 2.06583, -6.83586], [-0.86568, 1.68480, -5.62394], [-0.77963, 2.74553, -4.53981], [-0.11480, 3.86514, -5.04022], [-0.04035, 4.90188, -4.07641], [-1.25655, 0.37744, -5.05437], [-1.33128, 2.96217, -7.33862], [-2.71454, 2.34214, -6.48252], [-1.76416, 1.32762, -7.63600], [0.15826, 1.64202, -6.02740], [-0.31376, 2.32132, -3.64722], [-1.82088, 3.03806, -4.30999], [-1.06228, 5.23749, -3.87308], [0.52700, 5.72451, -4.50969], [0.49038, 4.59991, -3.17067], [-2.25473, 0.40005, -4.84499], [-1.17549, -0.28703, -5.82295], [2.27521, -3.41655, 6.53941], [2.95619, -4.12854, 5.35793], [2.44615, -3.55572, 4.05022], [1.04628, -3.62295, 3.88455], [0.79104, -3.45492, 2.49284], [4.40100, -3.98769, 5.39034], [1.18795, -3.49678, 6.51120], [2.51130, -2.34811, 6.55006], [2.63889, -3.87411, 7.46212], [2.64430, -5.17307, 5.43271], [3.02504, -3.97745, 3.21794], [2.78160, -2.49787, 4.00417], [-0.27804, -3.64062, 2.34340], [1.28397, -4.21368, 1.88375], [0.99374, -2.43585, 2.16922], [4.70096, -4.34514, 6.29695], [4.67974, -3.00906, 5.44108], [-2.13586, -0.01138, 4.34385], [-0.72431, -0.59314, 4.30824], [0.36602, 0.37498, 4.72604], [0.31816, 1.53782, 3.88033], [1.46053, 2.34085, 4.11970], [-0.71633, -1.71649, 5.28957], [-2.21596, 0.98772, 3.92486], [-2.58933, -0.06592, 5.33464], [-2.74685, -0.73405, 3.78704], [-0.51692, -0.93500, 3.28939], [1.32692, -0.15227, 4.63801], [0.20487, 0.70512, 5.75749], [2.40546, 1.79248, 4.18967], [1.40782, 3.04211, 4.95803], [1.56784, 2.97615, 3.23690], [-1.39936, -2.37610, 4.91104], [0.16355, -2.20901, 5.10529]],
  "forces_ev_per_a": [[1.5, 0.8, -0.5], [-0.1, -0.1, 2.6], [-1.0, 0.7, -1.0], [-0.2, -1.4, -1.7], [-0.1, 0.1, -0.6], [-0.1, 0.2, 0.0], [-0.1, 0.2, 0.4], [0.0, -0.2, 0.5], [-0.1, -0.2, 1.2], [-0.2, -0.3, -0.5], [1.2, -0.3, -0.5], [-0.5, 0.7, -0.5], [-0.9, 0.0, 0.1], [0.0, 0.4, 0.0], [0.3, 0.3, -0.1], [0.2, -0.3, 0.2], [1.5, -0.6, -0.1], [-1.4, 0.0, -1.2], [0.5, -1.6, 1.2], [-0.4, 1.1, -0.3], [-0.2, 0.2, -0.1], [-0.3, 0.6, -0.2], [-0.1, 0.1, 0.1], [0.5, 0.1, 0.5], [1.1, 1.2, 0.3], [-0.5, -0.3, -0.6], [0.6, -1.5, 0.4], [-0.6, -0.2, -0.2], [0.0, -0.2, 0.2], [-0.3, 0.3, -0.1], [-0.1, 0.4, 0.0], [-0.1, 0.2, 0.5], [1.1, 0.8, -0.4], [0.0, -1.0, -0.3], [-1.0, -0.6, 1.1], [0.5, -0.1, -0.5], [0.4, 0.7, 0.8], [-0.4, 0.7, 0.9], [-0.3, 0.0, 0.3], [-0.1, -0.2, -0.2], [-0.5, -0.1, 0.1], [-0.2, 0.1, 0.0], [0.2, 0.0, -0.5], [0.6, 0.2, -0.2], [0.2, -0.1, -0.2], [-0.3, -0.1, -0.5], [-0.5, -0.2, 0.0], [0.2, -0.3, -0.4], [0.2, 0.1, -0.2], [-0.5, -0.5, 0.0], [0.4, 2.0, -0.9], [-0.2, -0.7, 1.2], [0.5, 0.1, 0.0], [-1.0, -0.2, -0.4], [-0.8, -2.0, 1.1], [0.2, 0.2, 0.1], [-0.1, 0.0, 0.1], [0.0, -0.2, 0.1], [0.2, -0.8, -0.1], [-0.3, 0.3, -0.3], [0.4, 0.3, -0.8], [0.2, 0.0, -0.1], [0.3, -0.1, 0.3], [0.1, 0.2, 0.1], [0.3, 0.7, 0.0], [0.4, 0.5, -0.4], [-0.4, 1.2, 0.2], [0.9, -0.2, -1.0], [-1.4, -0.3, -0.4], [0.7, 0.2, 0.0], [-0.1, 0.1, -0.5], [0.1, 0.3, -0.5], [0.1, 0.0, 0.3], [-0.1, -0.3, -0.3], [0.0, -0.4, 0.4], [0.0, -0.6, 0.4], [0.2, 0.1, 0.1], [0.0, 0.0, 0.4], [0.1, 0.1, 0.4], [-0.1, 0.0, -0.2], [-0.3, -0.2, 0.1], [0.1, 0.0, 0.1], [-0.1, 0.0, 0.2], [0.0, -0.1, -0.1], [-1.3, 0.9, 0.4], [1.3, 0.8, 0.0], [0.9, -0.5, -0.8], [-1.5, -0.4, 0.3], [0.4, -0.4, 0.5], [0.0, -0.2, 0.0], [0.1, 0.0, 0.0], [-0.1, 0.2, 0.1], [0.4, -0.2, -0.2], [-0.5, -0.5, 0.0], [-0.3, 0.0, 0.2], [0.0, 0.2, 0.1], [0.4, 0.2, 0.0], [0.4, 0.0, -0.2], [0.2, -0.2, -0.3], [-0.3, 0.0, -0.3], [-0.2, -0.7, -0.3], [-0.6, 0.1, 1.1], [-0.8, 0.2, -0.1], [1.0, -0.6, 0.7], [0.4, 1.1, -1.0], [0.5, 0.1, -1.2], [-0.1, 0.0, -0.1], [0.5, 0.4, 0.2], [-0.1, 0.4, -0.3], [0.1, 0.0, -0.1], [0.1, 0.3, 0.0], [0.1, -0.2, 0.1], [-0.3, -0.4, 0.1], [-0.4, -0.4, 0.3], [0.0, 0.0, 0.0], [0.0, 0.0, 0.4], [-0.3, 0.0, 0.3]]
}